{
  "formula": "C17H23Cl39FNO5S",
  "method": "ωB97M-V with the def2-TZVPD basis set",
  "symbols": ["C", "C", "O", "C", "N", "C", "O", "O", "S", "O", "O", "F", "H", "H", "H", "H", "H", "H", "H", "H", "H", "H", "C", "Cl", "Cl", "Cl", "H", "C", "Cl", "Cl", "Cl", "H", "C", "Cl", "Cl", "Cl", "H", "C", "Cl", "Cl", "Cl", "H", "C", "Cl", "Cl", "Cl", "H", "C", "Cl", "Cl", "Cl", "H", "C", "Cl", "Cl", "Cl", "H", "C", "Cl", "Cl", "Cl", "H", "C", "Cl", "Cl", "Cl", "H", "C", "Cl", "Cl", "Cl", "H", "C", "Cl", "Cl", "Cl", "H", "C", "Cl", "Cl", "Cl", "H", "C", "Cl", "Cl", "Cl", "H"],
  "xyz": [[-1.306043, 0.941432, 1.862418], [-0.418832, 1.251646, 0.666829], [-1.071180, 0.984836, -0.571513], [-0.266188, 0.277660, -1.443563], [1.017938, 1.065089, -1.665050], [0.656296, 2.491080, -1.970285], [1.787126, 3.225678, -2.378440], [2.590142, 3.437648, -1.229394], [1.919609, 0.366436, -2.862229], [3.293501, 0.737323, -2.708186], [1.507661, -0.999400, -3.031404], [1.404450, 1.136100, -4.144926], [-2.329855, 1.305027, 1.714611], [-0.855488, 1.456804, 2.728420], [-1.306447, -0.131892, 2.120701], [-0.161809, 2.325519, 0.693069], [0.520587, 0.705462, 0.741178], [-0.812105, 0.154752, -2.384902], [0.019172, -0.700350, -1.026113], [-0.095828, 2.567187, -2.770077], [0.247527, 2.923917, -1.044641], [3.185439, 2.661380, -1.257814], [-3.440728, -2.008878, -3.042516], [-2.526810, -3.488804, -3.299248], [-3.645471, -1.663264, -1.322111], [-2.660020, -0.639990, -3.845990], [-4.422092, -2.129913, -3.483202], [-5.671828, 0.038404, 2.682762], [-7.351802, 0.312037, 2.235414], [-4.826938, -0.831353, 1.401991], [-4.849063, 1.547487, 3.086607], [-5.662443, -0.586849, 3.568239], [5.471152, -2.063730, -1.632106], [6.760362, -3.144245, -2.172398], [4.305927, -2.940755, -0.645166], [6.150038, -0.694063, -0.750704], [4.954406, -1.692766, -2.509269], [-1.164768, 5.426386, 2.526143], [-0.133545, 5.739606, 3.921034], [-0.187308, 5.163094, 1.078363], [-2.202238, 4.028047, 2.818863], [-1.787847, 6.296012, 2.361926], [3.987865, 5.206189, 3.117489], [3.553751, 4.285842, 4.566287], [3.109128, 4.627492, 1.707804], [3.704040, 6.926404, 3.379646], [5.046562, 5.066429, 2.940374], [3.672778, 0.634202, 3.266022], [2.025962, 0.738141, 2.638076], [3.881765, -0.827399, 4.231920], [4.789477, 0.703355, 1.901152], [3.848437, 1.489737, 3.903249], [-9.299291, -3.135514, 1.301823], [-10.483162, -2.097116, 2.108720], [-8.874041, -2.484507, -0.280986], [-7.871366, -3.333464, 2.308668], [-9.752457, -4.107607, 1.156194], [4.627436, 3.778464, -4.517685], [5.319389, 4.262813, -6.068188], [5.713970, 2.695599, -3.651506], [4.227989, 5.187776, -3.538289], [3.709655, 3.237358, -4.713152], [4.157324, -5.248774, -4.317782], [4.291626, -6.291415, -2.900563], [3.327211, -6.079496, -5.634929], [3.341054, -3.742188, -3.912174], [5.159811, -5.011446, -4.651036], [-8.631366, -0.723533, 5.479232], [-7.354722, -1.931164, 5.314770], [-10.054351, -1.419323, 6.249908], [-8.049717, 0.687390, 6.360386], [-8.908036, -0.405805, 4.481051], [0.039435, -0.781257, -7.856031], [-0.727214, 0.235633, -9.078519], [-0.980885, -0.926290, -6.424370], [0.432661, -2.369460, -8.512740], [0.965539, -0.304554, -7.560121], [-3.267219, -4.252006, 3.033101], [-2.024842, -3.018837, 2.817317], [-4.691501, -3.572235, 3.827399], [-3.704251, -4.981865, 1.490707], [-2.865657, -5.025423, 3.675013], [7.701478, -2.515397, 3.836280], [7.452414, -3.571332, 5.229381], [6.715513, -3.034379, 2.471873], [7.360877, -0.836729, 4.259380], [8.742271, -2.584100, 3.547529]],
  "forces_ev_per_a": [[0.38, -0.20, 0.31], [-0.26, 0.48, 0.74], [0.08, -0.10, -0.07], [0.21, -0.14, 0.20], [-0.66, -0.07, -1.27], [0.29, 0.44, 0.57], [-0.64, -0.29, -0.18], [0.28, -0.31, 0.26], [0.12, -0.59, 0.60], [-0.78, -0.26, -0.24], [0.58, 1.14, 0.10], [0.12, -0.23, 0.00], [0.30, -0.15, 0.03], [-0.35, -0.14, -0.23], [-0.21, 0.35, -0.33], [-0.07, -0.35, 0.05], [-0.12, -0.09, -0.23], [0.17, 0.03, 0.31], [0.00, 0.25, -0.23], [0.40, -0.08, 0.06], [0.21, -0.22, -0.49], [-0.08, 0.24, 0.00], [0.01, 0.03, 0.13], [0.01, 0.01, 0.01], [0.10, -0.10, -0.26], [-0.30, -0.02, -0.04], [0.02, 0.00, 0.02], [0.17, -0.20, 0.11], [-0.10, 0.14, -0.03], [-0.09, 0.14, 0.15], [-0.12, 0.00, -0.02], [-0.01, 0.02, -0.03], [-0.01, 0.00, 0.01], [0.00, -0.04, -0.06], [0.00, 0.07, 0.15], [0.04, -0.04, -0.17], [0.02, 0.06, 0.04], [0.10, -0.13, 0.01], [0.00, 0.02, -0.02], [-0.13, 0.13, -0.06], [-0.06, 0.18, 0.02], [-0.01, -0.04, -0.01], [-0.01, 0.03, -0.06], [0.00, -0.06, -0.01], [0.15, -0.07, 0.06], [0.00, 0.01, -0.01], [-0.02, -0.02, 0.02], [-0.06, -0.07, -0.15], [0.02, 0.04, 0.31], [-0.06, 0.09, -0.11], [0.08, -0.04, 0.23], [0.00, 0.05, 0.00], [0.03, 0.08, 0.01], [-0.02, 0.00, 0.01], [0.00, -0.01, 0.01], [0.02, -0.16, -0.16], [-0.01, 0.03, 0.01], [-0.10, 0.02, 0.06], [0.00, -0.02, -0.02], [0.08, 0.01, 0.02], [0.06, 0.02, -0.06], [0.00, 0.01, 0.03], [0.07, -0.03, 0.03], [0.00, 0.01, -0.01], [0.01, 0.01, 0.00], [-0.10, 0.06, -0.10], [-0.02, 0.01, 0.02], [-0.10, 0.06, -0.08], [0.09, 0.01, 0.22], [0.02, 0.00, 0.00], [0.01, -0.02, -0.03], [0.01, -0.03, 0.02], [0.03, 0.01, 0.01], [0.01, -0.01, 0.02], [0.14, -0.02, -0.17], [0.00, 0.00, 0.01], [-0.02, -0.01, -0.01], [0.03, 0.05, -0.10], [0.00, -0.03, 0.02], [-0.02, -0.01, 0.10], [0.00, 0.01, 0.01], [-0.02, 0.01, -0.01], [-0.05, -0.01, 0.00], [0.01, 0.00, 0.00], [-0.01, 0.03, -0.03], [0.17, 0.01, -0.01], [-0.02, 0.00, 0.00]],
  "gap_ev": 10.85,
  "charge": 0,
  "energy_ha": -19537.88124
}